This record from the OMol25 dataset describes an isolated molecule of C5H10S at a distorted geometry. The level of theory is the ωB97M-V functional and the def2-TZVPD basis.

The geometry in XYZ format:
```
16
Properties=species:S:1:pos:R:3:lowdin_charge:R:1
C -1.5191 -0.7860 2.5173 -0.14
C -1.1445 0.1373 1.4009 -0.27
C 0.1608 -0.4450 0.7489 -0.27
C 0.6064 -0.0625 -0.6441 -0.75
C 2.0991 -0.3502 -0.9844 -0.16
H -2.4697 -0.6147 2.9508 0.05
H -0.7541 -0.6166 3.3211 0.09
H -1.5655 -1.9178 2.2612 0.11
H -1.6993 0.1280 0.4704 0.08
H -0.6763 1.0207 1.8859 0.12
H 0.0585 -1.5162 0.8142 0.10
H 0.9257 -0.2357 1.5503 0.13
H 2.2350 -1.4120 -1.0293 0.06
H 2.8281 -0.0820 -0.1858 0.08
H 2.3913 0.3007 -1.8823 0.07
S -0.1556 0.8739 -1.7743 0.70
```

## Properties
- Energy above the lowest of the compared OMol25 structures with the same formula, charge and spin: 171.28 kJ/mol
- F_max: 0.062 Eh/bohr

This record from the OMol25 dataset describes an isolated molecule of C5H10S at a distorted geometry. The level of theory is the ωB97M-V functional and the def2-TZVPD basis.

The geometry in XYZ format:
```
16
Properties=species:S:1:pos:R:3:lowdin_charge:R:1
C 2.1117 0.7509 0.0641 -0.53
C 0.5707 0.8602 -0.1979 -0.29
C -0.2903 -0.3858 0.0889 -0.26
C -1.7409 -0.0008 -0.1384 -0.19
C -2.8476 -0.7967 -0.1264 0.00
H 2.2541 -1.5137 0.9066 -0.14
H 2.7357 1.4336 -0.6102 0.08
H 2.5349 0.9461 1.0902 0.07
H 0.4735 1.1747 -1.2232 0.10
H 0.1091 1.6660 0.3550 0.09
H 0.0996 -1.2705 -0.5314 0.10
H -0.2323 -0.6958 1.1524 0.12
H -1.8757 1.0816 -0.3181 0.10
H -2.7659 -1.8891 -0.2103 0.06
H -3.8448 -0.3990 -0.0715 0.04
S 2.7083 -0.9615 -0.2298 0.66
```

## Properties
- Energy above the lowest of the compared OMol25 structures with the same formula, charge and spin: 140.32 kJ/mol
- F_max: 0.041 Eh/bohr

This record from the OMol25 dataset describes an isolated molecule of C5H10S at a distorted geometry. The level of theory is the ωB97M-V functional and the def2-TZVPD basis.

The geometry in XYZ format:
```
16
Properties=species:S:1:pos:R:3:lowdin_charge:R:1
C -2.0374 0.8826 -0.2543 -0.21
C -2.0825 -0.5491 0.1059 -0.53
C 0.7191 -0.4541 0.5494 -0.53
C 2.0957 -0.6208 0.0736 -0.27
C 2.9034 0.3490 -0.3858 0.01
H -1.2564 1.4012 0.3042 0.05
H -1.7752 1.0899 -1.3159 0.08
H -2.9765 1.4246 -0.1273 0.07
H -2.8201 -1.1170 -0.4466 0.06
H -2.2093 -0.7730 1.1542 0.07
H 0.5776 -0.7937 1.6064 0.10
H 0.5811 0.5927 0.6180 0.04
H 2.4656 -1.6549 -0.0609 0.10
H 2.4844 1.3537 -0.4882 0.06
H 3.8382 0.1831 -0.8526 0.04
S -0.5076 -1.3144 -0.4802 0.84
```

## Properties
- Energy above the lowest of the compared OMol25 structures with the same formula, charge and spin: 112.21 kJ/mol
- F_max: 0.049 Eh/bohr

This record from the OMol25 dataset describes an isolated molecule of C5H10S at a distorted geometry. The level of theory is the ωB97M-V functional and the def2-TZVPD basis.

The geometry in XYZ format:
```
16
Properties=species:S:1:pos:R:3:lowdin_charge:R:1
C 2.0845 -0.2135 0.4191 -0.44
C -0.4768 -0.1767 -0.3716 -0.79
C -0.0486 1.2920 -0.7378 -0.16
C -1.8492 -0.9012 -0.5519 -0.04
C -0.9993 -0.6336 0.7839 -0.23
H 3.0546 -0.9274 0.6967 0.08
H 1.2912 -0.1818 1.3144 0.06
H 2.6430 0.7578 0.4731 0.03
H -0.1814 1.5573 -1.8215 0.06
H -0.6342 2.3425 -0.1860 0.14
H 1.0242 1.7530 -0.4012 0.08
H -2.6106 -0.2057 -0.5767 0.05
H -2.1310 -1.9553 -0.8655 0.12
H -0.5462 -1.4195 1.4213 0.12
H -1.7155 0.0065 1.3301 0.12
S 1.0953 -1.0942 -0.9263 0.80
```

## Properties
- Energy above the lowest of the compared OMol25 structures with the same formula, charge and spin: 431.33 kJ/mol
- F_max: 0.138 Eh/bohr

This record from the OMol25 dataset describes a 2-piece molecular cluster, C5H10S2 overall at a distorted geometry. The level of theory is the ωB97M-V functional and the def2-TZVPD basis.

The geometry in XYZ format:
```
17
Properties=species:S:1:pos:R:3:lowdin_charge:R:1
C 2.7451 -1.1850 -0.0485 -0.68
C -1.4018 -0.6292 0.5847 -0.39
C 3.9605 -1.3047 0.8098 -0.19
C -2.2423 2.0653 -0.4660 -0.19
C -3.1677 0.8898 -0.8497 -0.41
S 2.6751 -1.5882 -1.6403 0.63
S -3.0424 -0.7320 0.3665 0.80
H 1.8247 -1.1688 0.4735 0.00
H -1.1402 -1.3931 1.2833 -0.09
H 3.7488 -1.3735 1.8040 0.02
H 4.7876 -0.5073 0.7257 0.11
H 4.6133 -2.1698 0.5638 0.08
H -2.4448 2.9964 -1.0815 0.09
H -2.5121 2.3757 0.5492 0.07
H -1.2088 1.8111 -0.4810 0.03
H -3.0207 0.5100 -1.8331 0.04
H -4.1743 1.4032 -0.7605 0.08
```

## Properties
- Energy above the lowest of the compared OMol25 structures with the same formula, charge and spin: 399.21 kJ/mol
- F_max: 0.078 Eh/bohr

This record from the OMol25 dataset describes an isolated molecule of C5H10S3 at a distorted geometry. The level of theory is the ωB97M-V functional and the def2-TZVPD basis.

The geometry in XYZ format:
```
18
Properties=species:S:1:pos:R:3:lowdin_charge:R:1
C -1.5261 0.2770 -0.7389 -0.18
C -1.4472 -0.3713 0.6505 -0.24
C -0.2144 1.0813 -0.8040 -0.27
C 0.0120 -0.8600 0.8303 -0.74
C 0.8244 0.2052 -0.0446 -1.09
S 0.1532 -2.5452 0.3384 0.75
S 1.8203 1.3375 0.9584 0.73
S 1.9099 -0.6774 -1.2195 0.69
H -1.5428 -0.5369 -1.4591 0.12
H -2.2721 1.0104 -0.6965 0.09
H -1.7049 0.4694 1.4559 0.16
H -1.9678 -1.2859 0.9562 0.08
H -0.0977 1.3572 -1.8768 0.12
H -0.4494 1.9588 -0.3445 0.05
H 0.1078 -0.6201 1.9091 0.11
H 1.1415 -3.0323 1.1280 -0.10
H 2.2592 2.1626 -0.0208 -0.11
H 2.9941 0.0697 -1.0221 -0.16
```

## Properties
- Energy above the lowest of the compared OMol25 structures with the same formula, charge and spin: 144.80 kJ/mol
- F_max: 0.072 Eh/bohr

This record from the OMol25 dataset describes C5H11AsF6IrNO3 as an isolated structure at a distorted geometry. The level of theory is the ωB97M-V functional and the def2-TZVPD basis.

The geometry in XYZ format:
```
28
Properties=species:S:1:pos:R:3:mulliken_spin:R:1
Ir 0.4900 0.2605 0.3899 0.82
N -2.1593 2.1068 -0.7836 0.00
C -3.2082 2.3535 -0.1174 0.00
C -1.4309 -0.8194 2.5758 -0.01
O -2.2811 -0.7043 3.3337 0.00
O -0.5556 -0.9491 1.8101 0.00
H -1.2956 2.6448 -0.6365 0.00
H -2.1379 1.4175 -1.5306 0.00
H -4.1148 1.7921 -0.3065 0.00
H -3.1743 3.1232 0.6448 0.00
C 1.6291 -2.8832 -1.9025 0.00
C 0.9714 -2.4487 -0.6049 0.01
C -0.0760 -3.4546 -0.1614 0.01
O 0.4263 -1.1333 -0.8610 0.18
H 2.1873 -3.8073 -1.7498 0.00
H 2.3168 -2.1180 -2.2581 0.00
H 0.8724 -3.0601 -2.6675 0.00
H 1.7400 -2.3427 0.1683 0.00
H -0.8089 -3.6141 -0.9535 0.00
H -0.5937 -3.1597 0.7469 0.00
H 0.4135 -4.4078 0.0405 0.00
F 1.4555 1.8233 -0.6018 0.00
As 1.6225 3.1527 0.7172 0.00
F 3.1882 2.5817 0.9722 0.00
F 0.9831 1.7697 1.7669 0.00
F 2.0275 4.2598 -0.4828 0.00
F -0.0903 3.4307 0.4091 0.00
F 1.6032 4.1860 2.0423 0.00
```

## Properties
- Energy above the lowest of the compared OMol25 structures with the same formula, charge and spin: 80.88 kJ/mol
- F_max: 0.025 Eh/bohr
- Multiplicity: 2
- Net charge: +1

This record from the OMol25 dataset describes a 2-piece molecular cluster, C5H11BFNO5P overall at a distorted geometry. The level of theory is the ωB97M-V functional and the def2-TZVPD basis.

The geometry in XYZ format:
```
25
Properties=species:S:1:pos:R:3:lowdin_charge:R:1
C 3.3007 -0.1354 0.8959 -0.10
C 2.5328 0.4049 -0.2949 -0.12
C 1.2069 1.4015 -0.1010 -0.19
N 0.0055 0.5325 0.2190 0.00
B -1.3113 1.2526 -0.0102 -0.46
C -2.5155 1.0793 1.1247 -0.06
O -1.6018 2.1465 -1.1585 0.04
C 0.0707 -0.6138 -0.7756 -0.38
O -0.0581 -0.5159 -2.1015 0.00
O 0.2409 -1.9781 -0.1762 -0.28
P -1.4440 -2.5096 0.0097 0.97
O -1.5786 -3.3477 1.5297 -0.32
O -1.9514 -3.4740 -1.3479 -0.32
H 2.8744 -1.1165 1.4064 0.03
H 4.2385 0.3920 1.3579 0.04
H 2.8557 0.0755 -1.3923 0.12
H 1.4076 2.2446 0.7001 0.14
H 0.9934 1.8688 -1.1768 0.12
H -3.1251 0.0902 0.9837 0.05
H -2.0412 1.0737 2.2176 0.08
H -3.3033 1.9675 1.0154 0.07
H -1.0409 1.9232 -1.9585 0.10
H -0.9310 -2.8649 2.1556 0.09
H -1.6219 -2.9817 -2.1750 0.08
F 2.7967 3.0847 -0.9473 -0.70
```

## Properties
- F_max: 0.156 Eh/bohr
- Energy: -29768.8044 eV
- Net charge: -1